63
Properties=species:S:1:pos:R:3:forces:R:3 method="wB97M-V/def2-TZVPD" orbital_gap_ev="7.849 / 7.865" lumo_ev="0.1 / 0.1"
Ni 0.6696 1.1697 -0.9172 -0.665 -0.292 0.496
C -0.5688 2.4649 2.9295 -0.075 -0.037 0.000
C 0.0085 1.6058 1.8434 -0.172 -0.093 -0.195
N -0.2134 1.9330 0.6009 0.605 0.351 0.054
N -1.0805 3.0159 0.4251 0.072 0.190 -0.243
C -1.1998 3.3592 -0.8122 0.054 -0.121 0.320
S -0.3321 2.6515 -2.1378 -0.252 -0.266 -0.035
S -2.3247 4.6188 -1.2961 0.155 0.101 0.001
C -2.5497 5.6033 0.2138 -0.094 -0.054 -0.019
C -3.5475 5.0736 1.2069 -0.005 0.013 0.007
C -3.1686 4.8130 2.5161 0.003 0.049 0.005
C -4.0938 4.3600 3.4457 -0.005 -0.004 0.013
C -5.4135 4.1617 3.0719 -0.008 -0.005 0.003
C -5.8028 4.4266 1.7656 -0.014 0.002 0.006
C -4.8765 4.8827 0.8428 0.014 -0.062 -0.028
C 0.7822 0.4180 2.1953 0.094 -0.004 -0.053
C 0.5939 -0.1839 3.4536 0.024 0.017 0.015
C 1.3056 -1.2898 3.8522 0.025 -0.013 -0.012
C 2.2743 -1.8196 2.9922 -0.037 0.014 0.047
C 2.4753 -1.2716 1.7515 -0.004 0.037 -0.025
C 1.7184 -0.1659 1.3012 -0.096 0.162 0.118
O 1.9415 0.2936 0.1057 -0.103 -0.217 -0.288
H -0.2395 3.4892 2.7597 -0.007 0.027 -0.008
H -0.2446 2.1509 3.9150 0.002 0.020 -0.020
H -1.6565 2.4824 2.8733 -0.020 -0.020 0.014
H -2.8955 6.5615 -0.1806 0.031 0.011 0.018
H -1.5771 5.7652 0.6747 0.021 -0.059 -0.010
H -2.1384 4.9682 2.8085 0.023 -0.004 0.001
H -3.7819 4.1619 4.4631 0.006 -0.005 0.019
H -6.1367 3.8060 3.7936 -0.012 -0.005 0.011
H -6.8322 4.2797 1.4666 -0.018 -0.005 -0.005
H -5.1830 5.0779 -0.1782 -0.004 0.003 -0.014
H -0.1514 0.2167 4.1263 0.002 -0.010 0.001
H 1.1246 -1.7346 4.8205 -0.001 -0.008 0.008
H 2.8685 -2.6690 3.3070 0.005 -0.019 0.005
H 3.2206 -1.6676 1.0731 0.023 -0.003 -0.008
C 3.0946 -0.2877 -2.8323 0.022 0.076 0.031
C 1.6960 -0.7857 -2.8769 0.079 -0.110 0.127
N 0.6796 -0.2546 -2.2378 0.427 0.389 -0.256
C -0.4313 -1.0176 -2.5121 -0.050 -0.039 -0.058
C -0.0739 -2.0369 -3.3298 -0.044 0.034 0.054
N 1.2783 -1.8818 -3.5574 0.038 0.068 -0.065
C 2.1284 -2.8295 -4.2428 0.034 -0.015 0.005
N 1.9679 -4.1371 -3.6703 0.014 -0.015 0.086
N 1.6599 -5.1943 -4.4582 0.017 0.022 -0.109
N 1.5464 -6.2404 -3.7406 -0.020 -0.070 -0.013
C 1.7644 -5.8946 -2.4234 0.028 0.078 0.047
C 1.7271 -6.6699 -1.2605 -0.004 0.008 -0.014
C 1.9500 -6.0217 -0.0700 0.003 0.032 0.013
C 2.1991 -4.6323 -0.0204 -0.005 -0.016 -0.016
C 2.2481 -3.8566 -1.1554 -0.012 -0.010 0.015
C 2.0326 -4.5278 -2.3642 -0.007 -0.051 -0.010
H 3.1182 0.6160 -2.2255 0.002 -0.066 -0.034
H 3.4708 -0.0585 -3.8298 0.003 0.005 -0.009
H 3.7616 -1.0150 -2.3654 0.007 -0.002 0.001
H -1.3942 -0.7750 -2.1007 -0.028 0.021 -0.019
H -0.6317 -2.8532 -3.7515 -0.022 -0.022 -0.012
H 3.1577 -2.4858 -4.1407 -0.028 -0.006 -0.035
H 1.8789 -2.9150 -5.3001 -0.023 -0.004 0.049
H 1.5214 -7.7298 -1.3093 -0.002 -0.015 -0.001
H 1.9223 -6.5786 0.8566 0.003 -0.003 0.007
H 2.3397 -4.1568 0.9413 -0.003 0.000 0.010
H 2.4135 -2.7889 -1.0953 0.003 0.020 0.004

=====

19
Properties=species:S:1:pos:R:3:forces:R:3 method="wB97M-V/def2-TZVPD" e_above_lowest_ev=3.314 orbital_gap_ev=8.569 lumo_ev=0.3
O -4.1339 -0.0320 -0.0061 -0.551 -0.367 -0.209
N -3.1979 -1.1012 -0.0668 0.655 0.163 0.254
C -2.0449 -0.5565 0.0329 0.637 2.472 0.529
C -1.8776 0.9963 0.0853 1.691 -2.691 -0.379
C -0.6263 1.4759 -0.0156 0.140 -0.349 0.902
C 0.5728 0.6247 0.0304 -0.464 -0.564 -0.303
C 1.9145 1.1028 0.0140 -0.243 1.315 -0.111
C 2.9982 0.2574 0.0446 0.322 -1.277 -0.803
C 2.7481 -1.1551 0.0072 0.139 2.126 -0.219
C 1.4548 -1.6018 -0.0417 -0.902 -0.789 0.489
C 0.3464 -0.7765 0.0490 0.822 2.242 0.073
O -0.8955 -1.3348 0.1939 -1.217 0.288 -0.727
H -5.0036 -0.4209 -0.1747 0.466 -0.312 0.020
H -2.7590 1.5827 0.1652 -0.272 0.317 -0.105
H -0.4456 2.5302 0.0245 -0.058 0.564 -0.127
H 2.1843 2.2041 -0.0554 -0.956 -1.367 0.123
H 4.0161 0.6827 -0.1275 -0.926 -0.588 0.578
H 3.5587 -1.8441 -0.0563 0.408 -0.390 -0.004
H 1.1904 -2.6338 -0.1029 0.310 -0.794 0.018

=====

45
Properties=species:S:1:pos:R:3:forces:R:3 method="wB97M-V/def2-TZVPD" charge=+2 e_above_lowest_ev=0.348 orbital_gap_ev=5.520 lumo_ev=-8.4
Ti -0.2568 -0.7936 0.1627 1.046 0.124 -0.365
I 0.6782 6.6232 1.1301 -0.001 -0.013 -0.003
C 0.6193 4.5507 1.1064 -0.006 -0.007 -0.025
C 0.9170 3.8385 2.2636 0.008 -0.018 0.019
C 0.8898 2.4513 2.2554 0.042 0.032 -0.068
I 1.3598 1.3582 3.9508 -0.001 0.000 0.011
C 0.5467 1.8105 1.0732 0.074 0.150 -0.104
O 0.5326 0.4338 1.0286 -0.297 0.148 0.484
C 0.2293 2.4959 -0.0981 0.044 0.017 0.063
C -0.2619 1.8211 -1.3592 -0.045 0.043 -0.015
N 0.1811 0.3949 -1.5594 -0.043 -0.069 0.073
C 1.6211 0.2925 -1.9480 0.049 0.020 0.010
C 2.3296 -0.8066 -1.2034 0.029 0.050 -0.082
C 3.6909 -1.0082 -1.3170 -0.052 -0.060 -0.060
C 4.2752 -2.0516 -0.6153 -0.002 0.011 -0.005
C 3.4839 -2.8680 0.1827 -0.044 -0.012 0.012
C 2.1353 -2.6060 0.2651 0.042 -0.060 -0.023
N 1.5699 -1.5885 -0.4180 0.013 -0.181 -0.138
C 0.2840 3.8826 -0.0673 0.024 -0.004 -0.011
H 1.1798 4.3625 3.1720 0.000 -0.001 0.002
H 0.0694 2.3989 -2.2239 -0.024 -0.010 -0.009
H -1.3523 1.8095 -1.3759 0.005 -0.019 0.015
H -0.3825 0.0433 -2.3326 0.013 -0.028 -0.002
H 2.1085 1.2477 -1.7491 -0.017 -0.006 0.044
H 1.6893 0.1094 -3.0219 0.017 0.041 -0.001
H 4.2831 -0.3623 -1.9513 -0.003 0.006 -0.001
H 5.3401 -2.2271 -0.6907 0.002 -0.001 0.000
H 3.9043 -3.6923 0.7401 -0.004 -0.003 -0.002
H 1.4780 -3.2030 0.8829 0.004 0.000 0.006
H 0.0511 4.4490 -0.9603 -0.001 0.005 0.001
F -2.1050 -4.3841 -1.6275 0.026 -0.086 -0.012
C -2.2289 -3.1558 -1.2266 0.017 -0.020 0.078
F -1.1247 -2.4502 -1.6410 -0.059 0.052 0.008
F -3.2948 -2.5847 -1.7195 -0.070 0.023 -0.024
S -2.2430 -3.1117 0.6665 -0.092 -0.122 -0.060
O -0.8795 -2.5029 0.9268 -0.048 -0.147 0.060
O -2.4422 -4.4184 1.1361 -0.014 -0.054 0.088
N -3.3483 -2.0707 1.0862 0.051 -0.002 -0.067
S -2.8617 -0.5885 1.0970 -0.136 0.136 0.071
O -2.0007 -0.1814 2.1667 -0.211 0.031 0.078
O -2.1251 -0.3183 -0.2227 -0.300 0.115 0.013
C -4.4085 0.4732 1.0223 0.000 -0.071 -0.031
F -4.9446 0.4736 2.2103 0.005 -0.025 0.048
F -3.9733 1.6707 0.6850 -0.023 0.024 0.001
F -5.2136 -0.0173 0.1184 -0.017 -0.008 -0.079

=====

17
Properties=species:S:1:pos:R:3:forces:R:3 method="wB97M-V/def2-TZVPD" charge=+1 e_above_lowest_ev=2.685 orbital_gap_ev=9.204 lumo_ev=-3.2
C 1.5505 1.1725 -0.8341 1.661 -1.185 -0.140
C 0.4803 0.3811 -0.0937 -1.712 -2.209 -1.976
C -0.1026 -0.8301 -0.5608 2.152 2.869 2.264
N 0.4347 -1.4078 -1.6539 -0.531 -1.490 0.018
N -0.2720 1.0623 1.0044 0.931 3.976 -1.075
H 1.1056 1.7979 -1.6128 0.209 0.813 0.621
H 2.2845 0.5640 -1.4836 -1.536 -0.030 1.132
H 2.3456 1.5876 -0.1353 -1.476 0.400 -0.728
H -0.7362 -1.4121 0.1412 0.372 0.561 -1.306
H 0.5842 -0.9228 -2.4942 0.476 1.385 -0.700
H 0.1307 -2.3169 -1.9281 -0.305 -0.673 0.415
H -0.2827 2.1727 0.9988 -0.498 -2.295 -1.491
H 0.3253 1.1148 1.7918 0.276 -1.461 2.022
H -1.2445 0.7657 1.1312 0.321 -0.635 0.581
H -1.7281 -1.7479 1.5494 -0.147 -0.196 0.264
H -2.8337 -1.0784 2.3008 -2.631 -0.513 1.439
O -2.0417 -0.9024 1.8789 2.439 0.684 -1.340

=====

24
Properties=species:S:1:pos:R:3:forces:R:3 method="wB97M-V/def2-TZVPD" e_above_lowest_ev=5.539 orbital_gap_ev="5.597 / 5.591" lumo_ev="-2.1 / -2.1"
C -2.2374 1.2526 -0.3641 -1.181 -2.731 0.717
C -2.2756 -0.2972 -0.6537 0.534 0.580 -1.067
C -0.5747 -1.5022 0.9424 0.475 -0.714 0.125
C 0.8317 -1.1254 1.4288 0.041 -0.452 -1.228
C -0.8181 -0.7478 -0.3707 -1.993 -3.403 -0.260
C 1.1088 0.0767 0.6758 -0.571 3.477 0.480
C 0.0008 0.5175 -0.2619 0.070 -0.716 -2.566
C 2.3281 0.8990 0.8763 -0.409 -1.184 -0.917
C 0.8605 0.6514 -1.6119 -0.618 0.190 -0.857
N -0.9850 1.6392 -0.3847 3.054 1.683 1.680
O -3.2812 1.8670 -0.1587 0.572 0.461 -0.450
H -3.1765 -0.8142 -0.2436 1.036 0.194 -0.220
H -2.2439 -0.3437 -1.7736 -1.019 0.021 0.768
H -0.6585 -2.5863 0.9594 -0.464 0.014 -0.400
H -1.2069 -1.0986 1.6969 -1.019 0.106 0.538
H 0.6573 -0.6675 2.4140 0.895 -0.245 0.398
H 1.6677 -1.8841 1.3794 -0.911 0.771 0.469
H -0.6176 -1.4887 -1.2340 0.644 1.336 1.198
H 2.7875 0.9233 -0.1444 0.556 -0.351 1.022
H 2.9069 0.6462 1.7716 0.281 -0.348 -0.760
H 2.0451 1.9114 0.9470 -0.762 1.506 0.207
H 1.6605 -0.1403 -1.7032 -0.651 1.092 -0.334
H 1.1278 1.7152 -1.7539 0.747 -0.565 0.612
H 0.0927 0.5966 -2.4332 0.693 -0.723 0.844

=====

13
Properties=species:S:1:pos:R:3:forces:R:3 method="wB97M-V/def2-TZVPD" e_above_lowest_ev=0.435 orbital_gap_ev=10.871 lumo_ev=1.1 smiles="CCCC=O"
C -1.6737 -0.2316 0.3364 -0.050 -0.023 0.034
C -0.4786 0.2378 -0.4902 -0.015 -0.030 -0.078
C 0.8043 0.4902 0.3429 0.111 0.070 -0.007
C 1.9055 -0.3455 -0.2558 0.163 0.100 -0.070
O 2.8684 0.0721 -0.8489 -0.292 -0.089 0.251
H -2.0714 0.5607 0.9806 0.112 -0.103 -0.091
H -1.3815 -1.0712 0.9775 -0.069 0.106 -0.074
H -2.4820 -0.5823 -0.3133 0.064 0.111 0.104
H -0.2689 -0.5339 -1.2444 -0.006 0.107 0.101
H -0.7228 1.1394 -1.0629 0.013 -0.140 0.135
H 1.1159 1.5392 0.3549 -0.117 -0.157 -0.055
H 0.6541 0.1651 1.3823 -0.006 0.028 -0.194
H 1.7307 -1.4401 -0.1591 0.092 0.022 -0.057

=====

22
Properties=species:S:1:pos:R:3:forces:R:3 method="wB97M-V/def2-TZVPD" charge=+1 e_above_lowest_ev=2.228 orbital_gap_ev="11.787 / 6.488" multiplicity=2 lumo_ev="-3.2 / -8.5"
C 1.7538 2.0490 0.1257 3.656 -0.097 -0.662
N 1.1381 1.0839 -0.7736 -3.991 1.032 2.584
C -0.1487 0.5189 -0.2035 0.173 -1.988 0.785
C -0.6933 -0.7334 -0.9803 -0.814 1.372 -1.549
C 0.5023 -1.6312 -1.3264 1.031 -0.545 0.135
C -1.7093 -1.5776 -0.1308 -0.718 0.109 0.263
H 2.4343 1.5332 0.8905 -1.530 0.270 -0.596
H 0.9484 2.6541 0.6431 0.998 -0.489 -0.627
H 2.6110 2.5689 -0.4749 -2.153 -0.114 1.000
H 0.8124 1.4089 -1.6560 1.126 0.276 -1.871
H -0.9293 1.3136 -0.0451 0.942 -0.228 -0.541
H 0.1328 0.1687 0.7872 -0.025 0.114 0.255
H -1.1684 -0.2642 -1.9765 0.780 -1.366 2.030
H 0.3814 -2.0668 -2.3197 -0.086 -0.170 0.160
H 0.6085 -2.4950 -0.5789 0.097 1.408 -1.015
H 1.4857 -1.0432 -1.4117 -1.097 -0.776 0.349
H -2.5797 -1.0634 0.2881 0.047 0.736 -0.522
H -1.2055 -1.8470 0.8219 0.028 -0.587 -0.808
H -2.2374 -2.4538 -0.6527 1.562 1.081 0.552
H -1.4143 0.7818 2.6303 0.226 -0.154 0.354
H -0.0186 0.2171 3.0610 -0.695 0.370 0.277
O -0.7041 0.8775 3.2827 0.443 -0.251 -0.555

=====

43
Properties=species:S:1:pos:R:3:forces:R:3 method="wB97M-V/def2-TZVPD" charge=+1 orbital_gap_ev="9.284 / 6.130" multiplicity=6 lumo_ev="-2.9 / -6.0"
Ir -4.0346 0.7797 15.2627 -0.335 0.007 1.085
O -3.8883 2.5938 12.0693 0.454 0.936 -0.799
C -4.5350 1.7566 12.5914 -0.750 -0.503 0.868
O -3.9686 0.8069 13.3479 0.436 -0.639 0.254
C -6.0351 1.6397 12.4683 1.091 0.544 -0.918
C -6.4790 2.1963 11.2814 -0.660 -1.117 -0.030
C -7.8165 2.1202 10.9436 -0.947 -0.870 2.482
C -8.7591 1.5970 11.8735 1.554 0.304 -0.089
C -8.2872 1.0614 13.0430 -0.774 -0.095 0.557
C -6.9363 1.0513 13.3792 0.965 0.684 -0.331
S -6.5816 0.5950 14.9614 0.441 -0.261 0.537
H -5.7953 2.5162 10.5265 0.530 0.463 0.013
H -8.1547 2.4649 10.0324 -0.606 0.777 -1.822
H -9.8095 1.6666 11.7671 -0.808 -0.042 -0.607
H -8.9138 0.6902 13.8442 -0.525 0.003 -0.356
C -2.0430 -2.1827 14.1136 -0.207 1.823 -0.381
N -2.1532 -2.3975 15.5181 0.982 -0.637 0.793
C -0.9397 -3.0519 16.0919 -0.153 1.008 -0.273
C -1.2072 -3.7225 17.3907 -0.094 -0.584 0.687
C -2.0219 -2.8020 18.2808 -0.115 0.156 0.388
N -3.1363 -2.1477 17.5902 -0.166 -0.148 -0.699
C -4.2636 -1.7369 18.4039 -0.108 -0.244 -0.034
C -3.1695 -1.9341 16.2596 1.017 -0.559 0.818
O -4.1560 -1.3248 15.7302 -0.302 0.108 -0.258
H -1.1243 -1.6533 13.8425 0.110 -0.167 0.252
H -2.8432 -1.5385 13.7922 -0.366 0.115 -0.225
H -2.1049 -3.0700 13.5512 -0.010 -1.323 -0.561
H -0.1755 -2.2774 16.2566 -0.116 -0.092 -0.358
H -0.5909 -3.7590 15.3477 0.140 0.002 -0.115
H -0.2731 -3.9781 17.9051 -0.045 0.298 -0.171
H -1.6615 -4.7014 17.2209 -0.512 0.225 0.101
H -1.4123 -2.0546 18.8059 0.186 0.214 -0.605
H -2.4297 -3.3365 19.1203 -0.449 -0.589 0.186
H -4.8826 -1.0278 17.8766 0.082 0.300 -0.092
H -3.8653 -1.2872 19.3069 -0.191 0.012 0.255
H -4.9243 -2.5840 18.6191 0.281 -0.008 0.272
C -3.1999 2.2278 19.1009 -0.272 0.051 -0.713
C -3.4940 1.6833 17.6892 0.538 -0.414 1.015
O -2.8173 0.7428 17.1615 0.188 0.296 0.097
O -4.4243 2.1470 16.9842 -0.756 0.402 -0.579
H -4.0778 2.8035 19.5016 0.974 -0.505 -0.557
H -2.3120 2.8886 18.9517 -0.669 -0.387 0.418
H -2.9420 1.4053 19.7953 -0.032 0.457 -0.506